Density functional theory data (ωB97M-V/def2-TZVPD) for C24H25F5MoN6O2S6Te as an isolated structure.

Computed properties:
2S+1: 3
HOMO level (alpha / beta), Ha: -0.287 / -0.312
Max |F|, eV/Å: 0.8

Each line ends with the Mulliken spin population.
Cartesian coordinates (Å):
Mo (0.123, 0.135, -0.091)  1.0535
C (0.278, -0.518, 6.105)  -0.0006
C (0.495, 0.688, 5.206)  0.0003
N (-0.504, 0.776, 4.141)  -0.0034
C (-0.368, 0.179, 2.962)  -0.0056
S (-1.576, 0.496, 1.736)  0.0493
N (0.632, -0.671, 2.817)  0.0033
N (0.772, -1.132, 1.556)  -0.0712
C (1.450, -2.222, 1.388)  0.0334
C (2.119, -2.876, 2.548)  -0.0023
C (1.520, -2.731, 0.013)  0.0580
C (2.221, -3.879, -0.343)  0.0045
C (2.262, -4.251, -1.674)  -0.0016
C (1.606, -3.477, -2.619)  0.0093
C (0.918, -2.359, -2.187)  -0.0064
N (0.867, -2.008, -0.907)  -0.0074
H (1.053, -0.555, 6.871)  0.0002
H (0.329, -1.437, 5.522)  0.0000
H (-0.692, -0.475, 6.603)  0.0001
H (1.474, 0.666, 4.733)  -0.0007
H (0.430, 1.618, 5.770)  0.0000
H (-1.254, 1.440, 4.223)  0.0010
H (1.390, -3.421, 3.152)  0.0021
H (2.546, -2.096, 3.180)  0.0029
H (2.900, -3.563, 2.234)  0.0000
H (2.728, -4.468, 0.405)  0.0009
H (2.809, -5.136, -1.972)  -0.0001
H (1.621, -3.730, -3.669)  0.0008
H (0.386, -1.713, -2.876)  0.0016
S (-6.033, 0.117, -4.401)  0.1524
C (-4.683, -0.008, -3.507)  -0.0221
S (-3.266, 0.967, -3.789)  0.0280
C (-2.284, 0.336, -2.513)  0.2303
C (-2.861, -0.679, -1.741)  0.0481
S (-2.078, -1.465, -0.496)  0.3795
S (-4.497, -1.107, -2.176)  -0.0196
S (-0.703, 0.935, -2.326)  0.1335
C (6.302, 1.625, -2.163)  -0.0001
N (5.267, 0.751, -1.650)  0.0002
N (3.962, 0.877, -2.046)  -0.0047
C (3.164, 0.224, -1.164)  -0.0035
O (1.898, 0.311, -1.281)  0.0074
C (4.014, -0.393, -0.225)  0.0024
C (5.296, 0.002, -0.539)  0.0022
C (6.549, -0.217, 0.227)  0.0000
C (3.544, 1.709, -3.122)  -0.0029
C (2.721, 2.791, -2.846)  0.0063
C (2.284, 3.580, -3.899)  -0.0016
C (2.685, 3.300, -5.198)  -0.0001
C (3.521, 2.223, -5.457)  -0.0003
C (3.948, 1.413, -4.415)  0.0031
H (5.847, 2.556, -2.488)  0.0000
H (6.843, 1.163, -2.990)  0.0000
H (6.985, 1.853, -1.351)  0.0000
H (3.724, -0.959, 0.639)  0.0065
H (6.360, -0.920, 1.034)  0.0000
H (6.873, 0.723, 0.679)  0.0000
H (7.352, -0.599, -0.403)  0.0001
H (2.464, 3.012, -1.819)  0.0000
H (1.642, 4.427, -3.698)  0.0003
H (2.348, 3.927, -6.013)  0.0000
H (3.833, 2.006, -6.470)  0.0000
H (4.581, 0.554, -4.599)  0.0002
F (2.532, 3.952, 1.400)  -0.0003
Te (3.200, 2.175, 1.724)  0.0047
F (3.846, 0.527, 2.741)  -0.0001
F (2.070, 2.369, 3.288)  -0.0003
F (4.607, 2.969, 2.646)  0.0000
F (4.419, 2.657, 0.120)  0.0002
O (0.578, 1.625, 0.409)  -0.0713

Cartesian forces (eV/Å) of the 6 atoms listed first:
Mo -0.59 -0.51 -0.18
C 0.00 -0.02 0.01
C -0.03 -0.03 0.00
N -0.01 0.01 0.01
C 0.02 0.13 0.03
S -0.07 -0.22 0.04

***

Density functional theory data (ωB97M-V/def2-TZVPD) for one molecule with the formula C24H25FN4O.

Computed properties:
HOMO level, Ha: -0.279
SMILES: COc1cc([C@@H]2c3[nH]c4ccccc4c3CCN2Cc2cn(C)nc2C)ccc1F
Max |F|, eV/Å: 0.9

Each line ends with the Mulliken charge.
Cartesian coordinates (Å):
C (-3.809, -3.810, -1.054)  -0.9034
O (-2.983, -2.673, -1.199)  -0.3939
C (-2.133, -2.317, -0.199)  -0.1345
C (-1.323, -1.213, -0.475)  0.4785
C (-0.435, -0.701, 0.452)  -0.3800
C (0.420, 0.494, 0.113)  0.5569
C (1.833, 0.043, -0.092)  -0.7227
N (2.196, -1.075, -0.799)  0.0529
C (3.558, -1.189, -0.763)  -0.5449
C (4.397, -2.145, -1.320)  -0.7348
C (5.754, -2.000, -1.121)  -0.4763
C (6.270, -0.930, -0.386)  -0.6449
C (5.446, 0.023, 0.169)  -0.4367
C (4.069, -0.097, -0.014)  -0.1233
C (2.939, 0.669, 0.399)  0.9894
C (2.828, 1.920, 1.201)  -0.7490
C (1.429, 2.502, 0.967)  -0.5253
N (0.428, 1.474, 1.191)  0.2180
C (-0.896, 1.935, 1.607)  -1.5530
C (-1.958, 1.932, 0.553)  1.1576
C (-3.023, 1.056, 0.485)  -1.3970
N (-3.718, 1.351, -0.627)  0.9112
C (-4.871, 0.673, -1.143)  -0.8228
N (-3.173, 2.370, -1.285)  -1.0936
C (-2.108, 2.745, -0.592)  0.6039
C (-1.263, 3.884, -1.041)  -1.2135
C (-0.310, -1.317, 1.691)  -0.5254
C (-1.091, -2.415, 1.987)  -1.0184
C (-1.993, -2.904, 1.057)  0.7550
F (-2.739, -3.980, 1.430)  -0.3398
H (-4.349, -3.894, -1.996)  0.2640
H (-4.523, -3.690, -0.236)  0.3142
H (-3.222, -4.717, -0.892)  0.3666
H (-1.436, -0.753, -1.446)  0.4126
H (0.045, 0.937, -0.834)  0.1662
H (1.559, -1.718, -1.237)  0.2022
H (3.998, -2.972, -1.888)  0.4014
H (6.433, -2.728, -1.539)  0.3834
H (7.340, -0.855, -0.254)  0.3905
H (5.851, 0.847, 0.737)  0.4641
H (3.590, 2.645, 0.908)  0.4242
H (2.961, 1.698, 2.264)  0.2415
H (1.253, 3.321, 1.666)  0.5507
H (1.381, 2.906, -0.058)  0.1154
H (-0.789, 2.940, 2.024)  0.6705
H (-1.235, 1.273, 2.415)  0.3130
H (-3.319, 0.268, 1.148)  0.5196
H (-5.203, 1.209, -2.029)  0.3071
H (-5.673, 0.660, -0.402)  0.3080
H (-4.618, -0.355, -1.415)  0.2519
H (-0.931, 4.471, -0.187)  0.3330
H (-1.837, 4.514, -1.716)  0.4423
H (-0.382, 3.526, -1.575)  0.1779
H (0.390, -0.925, 2.410)  0.5206
H (-1.024, -2.912, 2.942)  0.4690

Cartesian forces (eV/Å) of the 6 atoms listed first:
C -0.30 -0.36 -0.02
O 0.22 0.24 0.11
C 0.13 0.03 0.00
C 0.09 -0.25 0.13
C -0.15 -0.20 -0.08
C 0.06 -0.06 -0.13

***

Density functional theory data (ωB97M-V/def2-TZVPD) for one molecule with the formula C24H25FN4O.

Computed properties:
HOMO level, Ha: -0.310
SMILES: O=C(Nc1ccnn1C1CCN(C/C=C/c2ccccc2)CC1)c1cccc(F)c1
Max |F|, eV/Å: 0.9

Each line ends with the Mulliken charge.
Cartesian coordinates (Å):
O (-2.881, -2.950, -0.403)  -0.6419
C (-2.145, -2.050, -0.063)  0.4872
N (-2.482, -0.728, -0.113)  0.2250
C (-3.685, -0.217, -0.579)  0.6092
C (-4.813, -0.843, -1.074)  -0.7939
C (-5.682, 0.211, -1.381)  -0.5279
N (-5.142, 1.380, -1.101)  -1.6021
N (-3.926, 1.122, -0.615)  1.3074
C (-3.061, 2.194, -0.181)  -0.6234
C (-2.824, 2.064, 1.339)  -0.4764
C (-1.529, 2.718, 1.807)  -1.1421
N (-0.436, 2.248, 0.978)  0.7409
C (0.879, 2.504, 1.544)  -1.2763
C (1.918, 1.734, 0.791)  0.0602
C (3.126, 2.198, 0.484)  -0.7840
C (4.178, 1.471, -0.213)  0.9204
C (5.337, 2.156, -0.583)  -0.5306
C (6.363, 1.513, -1.249)  -0.5648
C (6.255, 0.167, -1.556)  -0.4307
C (5.113, -0.528, -1.191)  -0.6281
C (4.086, 0.113, -0.527)  -0.2862
C (-0.582, 2.828, -0.344)  -1.0147
C (-1.785, 2.211, -1.049)  -0.6525
C (-0.753, -2.295, 0.431)  0.0981
C (-0.066, -1.435, 1.286)  -0.4494
C (1.219, -1.745, 1.700)  -0.6366
C (1.843, -2.902, 1.265)  -0.4296
C (1.144, -3.752, 0.425)  0.2621
F (1.740, -4.883, 0.002)  -0.3386
C (-0.143, -3.473, 0.010)  -0.6173
H (-1.783, -0.052, 0.161)  -0.1946
H (-4.966, -1.894, -1.188)  0.4793
H (-6.671, 0.158, -1.791)  0.4512
H (-3.625, 3.113, -0.369)  0.3805
H (-2.802, 1.011, 1.620)  0.3870
H (-3.670, 2.513, 1.863)  0.3325
H (-1.621, 3.818, 1.768)  0.4173
H (-1.342, 2.434, 2.846)  0.4401
H (0.863, 2.148, 2.581)  0.3928
H (1.127, 3.579, 1.562)  0.2910
H (1.612, 0.737, 0.513)  0.2584
H (3.383, 3.212, 0.766)  0.3045
H (5.428, 3.206, -0.346)  0.3547
H (7.251, 2.062, -1.528)  0.3781
H (7.056, -0.338, -2.075)  0.3813
H (5.025, -1.579, -1.424)  0.4079
H (3.208, -0.449, -0.245)  0.4854
H (-0.699, 3.925, -0.282)  0.3964
H (0.322, 2.618, -0.922)  0.5390
H (-1.993, 2.769, -1.963)  0.3720
H (-1.525, 1.198, -1.355)  0.3394
H (-0.522, -0.529, 1.658)  0.7125
H (1.742, -1.078, 2.369)  0.4156
H (2.846, -3.151, 1.571)  0.5029
H (-0.678, -4.153, -0.633)  0.5112

Cartesian forces (eV/Å) of the 6 atoms listed first:
O -0.04 0.00 -0.07
C 0.02 0.05 0.04
N 0.17 0.38 0.13
C -0.54 -0.19 -0.22
C 0.24 -0.12 0.09
C 0.30 0.07 0.13

***

Q: Which of these has the lowest max |F|?
A: C24H25F5MoN6O2S6Te